128
Properties=species:S:1:pos:R:3:forces:R:3 method="wB97M-V/def2-TZVPD" orbital_gap_ha=0.3887 e_homo_ev=-10.64
C 3.800370 7.082033 1.753128 -2.3918 -0.3868 1.3703
H -2.080110 2.881133 4.619488 -0.0887 0.4648 -0.3611
C 0.345410 -0.150527 1.133698 3.2278 2.6380 3.6311
C -3.121720 2.683193 4.872408 0.7925 -0.0184 -1.2071
C -2.327330 0.947433 -4.600922 0.9169 0.6545 -0.0569
H -3.544210 3.555543 5.371028 0.0102 -0.1495 0.1517
C 4.159640 1.022933 5.199608 0.2073 0.0566 -0.3685
H -1.723760 -2.002667 2.709958 0.7811 0.0601 0.6441
O -1.037640 -1.321687 -6.719552 0.0399 -1.0028 -1.3183
H 2.619620 -11.085697 -4.498932 -0.2211 0.4580 -0.1415
H -4.909850 -3.313907 -4.795832 0.3361 -0.4679 0.6704
O -2.060380 -0.165837 -5.440892 -2.4830 0.1345 2.8842
C -6.506420 -2.051767 -4.868332 0.5102 1.2086 -1.0156
H -4.614080 3.933543 -0.071312 -0.4084 -0.4554 -0.3224
H -1.519350 -2.048227 -0.114522 -0.0527 0.1091 -0.0105
C -5.367270 4.084693 0.701968 1.4803 1.9514 0.3408
C 6.645860 9.014553 -1.346412 2.9015 0.3908 -2.2627
C 2.110290 -5.514077 4.804778 -1.0969 2.3997 0.8616
H 6.153200 -2.951507 2.502328 -0.0823 0.0333 0.0106
C 1.838890 -6.570007 -1.940982 -0.3092 0.0830 -2.8884
O -3.899570 2.468333 3.650008 -0.9262 0.8124 -1.6996
H 4.092870 -10.380537 -3.827302 -0.0367 0.1962 -0.1632
H 2.769690 -6.359467 -2.467662 0.0782 0.4226 0.1263
H -2.557100 0.562553 5.418348 0.1520 0.3898 -0.2011
H -2.645860 0.658193 -3.599432 -0.5623 -0.6401 -0.4664
H -0.367900 -2.874337 1.822898 -0.1862 -0.0977 0.3453
O 4.869830 3.043063 -5.503532 -0.9076 -2.3389 -2.9480
H -7.087790 4.287723 5.928158 0.2259 0.0001 0.0542
H 1.036760 -4.971517 -3.054352 -0.3271 0.4940 0.3939
H 3.790950 7.017283 2.841168 0.9440 0.3616 0.1118
H -5.838390 -1.248497 -5.179162 0.4541 -0.3297 -0.5671
O -7.318090 0.521923 4.920868 -0.1040 0.3993 0.2908
O 4.367450 -5.205507 2.107968 -4.0310 0.2606 1.7993
C -3.072170 1.455873 5.771598 -1.3587 0.8835 0.1135
C -5.835220 -3.174977 -4.236822 1.5680 -1.2733 -0.4625
H 3.166430 2.041203 -3.149242 0.2149 0.4797 0.4357
O 3.860760 1.134443 -4.730382 1.4977 1.4134 -2.0376
H 6.843390 8.007113 -1.712682 -0.6525 -0.0343 -0.6733
H 6.308260 -5.310617 2.567608 0.3039 0.1386 -0.0411
H -6.409530 4.058833 0.383948 0.2237 -0.9274 0.1494
H 6.706870 -3.043907 0.849498 0.4041 -0.8741 -0.0006
O -5.093660 3.282153 1.828958 1.4215 -1.6115 2.6462
H 3.826270 6.044543 1.419908 0.7433 0.4429 -0.7112
O 4.255780 1.395083 -7.046012 0.0455 1.5823 5.1330
O 2.510290 -7.976017 -4.205982 -1.0513 -1.7580 2.3694
C -0.887870 -1.935537 2.013628 0.0294 1.0362 -2.3472
O -0.706470 0.970133 -6.908842 -2.0504 -3.3923 1.5663
O 1.240830 0.687403 1.037438 -1.7230 -2.5609 0.3483
H 7.661430 9.285213 -1.057502 0.1284 0.6387 -0.1023
O -0.621030 -0.283097 0.352938 -3.4662 -0.1922 -3.9488
H 3.923760 0.180813 4.548988 -0.6292 0.2535 -0.0402
C 0.699150 -5.977747 -2.806082 1.3036 0.7537 0.3502
H 0.220600 -0.751287 -8.250432 -0.4440 0.3386 0.0028
H 5.230540 9.451103 -2.824922 -0.5426 0.2807 0.0295
C 4.298180 1.808353 -5.863842 0.4394 -0.8572 -3.3668
C -7.721440 1.371293 5.889928 -1.0971 0.7723 1.1909
H -0.264570 -5.940927 -2.298152 0.0198 -0.2152 -0.2987
O -8.457590 2.353083 5.259218 1.2268 -3.1629 -1.2981
C 2.182410 -8.568017 -3.156642 2.4180 1.6927 -2.2378
C 0.898070 -2.538947 -7.362812 -0.9265 -2.0859 -0.3874
H -5.958630 -0.878927 4.320978 -0.4479 -0.3839 0.0466
C -1.250820 -0.064657 -6.420452 3.1167 3.3806 -2.1641
O 0.074150 -0.917077 2.249008 1.6467 -0.0397 1.5490
H -1.358350 1.400693 -4.391792 -0.1779 0.7126 -0.3977
H 5.647030 10.920333 -1.931862 0.3601 -0.0144 -0.0257
H 4.564850 0.556833 6.097758 -0.1767 0.4846 0.1915
O 2.384600 -9.825797 -2.839532 -0.6241 -1.7887 0.8696
C -6.543570 -1.818147 -2.633792 0.0707 3.1194 3.2813
C 5.261870 1.846193 4.506218 -0.5770 0.9829 0.4959
H 5.125890 2.084033 3.451208 -0.5627 -0.1911 0.1834
C -8.989110 3.466023 5.879408 -0.4502 0.8308 0.7598
H 2.788500 7.460323 1.607798 -0.1879 -0.1702 -0.5573
O 1.762780 -8.019507 -2.037422 -0.7658 0.9232 1.7502
Cl 6.783180 0.987783 4.589228 0.7858 -0.8105 0.0295
O -7.584770 1.349323 7.110788 0.3745 -0.6042 -2.3138
C -6.697940 -0.809377 5.118908 -0.6844 2.0592 1.4203
H -0.849230 -2.070357 -8.657562 -0.1550 -0.3563 0.4264
C -3.940810 3.451733 2.648598 -0.6083 0.0581 0.0030
H -2.525240 -1.072957 0.965878 0.1788 0.9848 -0.5978
Cl 2.648760 1.996013 5.649078 1.3174 -0.7825 -0.5435
H 3.805630 4.082343 -4.096942 -0.3346 -0.0505 -0.2609
O 2.602050 -5.281437 3.460168 -1.6528 -1.4177 -0.0794
H -4.093880 1.200353 6.052528 -0.0388 -0.2818 0.0680
O 4.575390 -4.740757 4.360788 -0.9854 -0.1564 -1.8193
H 1.033180 -5.656057 4.892978 -0.0145 -1.4063 -1.3969
O 4.670650 8.071683 1.279388 0.3830 0.2665 0.4635
H 1.980190 -4.516877 5.225188 1.2435 0.3004 0.5636
H 3.312200 -11.728347 -3.086882 -0.5649 0.4811 1.0243
H -9.091100 3.304843 6.952588 0.1080 0.0503 0.0860
O -3.123630 4.330373 2.516698 -0.9815 -0.9051 0.0411
C -0.262260 -1.640767 -7.845762 2.9768 0.6016 -0.1861
H -9.986870 3.627283 5.471258 -0.0359 -0.1585 -0.0842
H 5.483280 3.862313 -3.847842 0.1067 -0.6550 0.7943
H -7.532000 -1.508667 5.177398 0.3900 -0.2472 -0.5711
C 4.594390 3.336683 -4.196692 -0.2317 0.6782 1.3067
H -6.222770 -0.787677 6.099638 0.2306 -0.1716 -0.0602
H -3.040140 1.585143 -5.123732 0.1938 0.2992 0.4143
H -5.211270 5.126463 0.982108 0.0228 0.2613 0.1103
C 4.148360 1.989923 -3.619642 -1.1248 -0.0151 1.4212
H -8.267170 5.513993 6.123638 -0.3779 0.0571 -0.1408
H 5.053340 -2.907357 1.132938 -0.3550 -0.2513 0.1530
H 1.277560 -3.148337 -8.183022 0.0803 0.2524 -0.3611
H -7.086100 -2.383227 -5.729852 -0.6855 0.3819 0.3949
C 3.108650 -10.775507 -3.575502 0.9333 -0.0732 -1.8013
H 0.439860 -3.308087 -6.741062 -0.1428 -0.1358 0.2501
H 4.820660 1.546203 -2.885322 0.2787 -0.2442 -0.4539
O 5.997100 8.929533 -0.160382 -2.4836 -0.2902 1.9444
O -6.681860 -1.234577 -1.538682 0.0514 -2.2596 -3.7008
H 6.668480 10.186373 -3.266902 0.5231 0.2666 0.5104
C 3.867650 -5.008087 3.389478 4.1343 -0.0367 0.8188
C 6.052460 10.015233 -2.384112 -0.7372 -1.8640 0.2940
H 1.919980 -6.118957 -0.952002 -0.3570 -1.0636 0.3023
H -7.904060 4.829173 4.512058 -0.5204 -0.1493 -0.0559
O 5.060760 6.821943 -0.529632 0.4999 2.3707 0.1308
O -5.618570 -2.729147 -2.888382 0.4888 -1.2937 -0.2886
C -1.498650 -1.332297 0.707128 -0.4285 -1.9289 0.3722
H 5.789450 -5.604347 0.912598 0.4686 0.5026 -0.2906
H 1.783880 -2.254937 -6.794682 -0.4087 1.2435 -0.1668
H 2.655880 -6.150237 5.501728 0.3487 -0.0200 -0.7760
C 5.937840 -3.402507 1.533658 -0.5255 -0.2984 0.2925
O -7.147380 -1.476007 -3.782132 -2.7677 0.9749 1.2524
C -8.067070 4.599633 5.565068 1.1989 0.7315 0.6498
H -2.619820 1.882913 6.666648 0.2947 -0.5096 0.1866
H -6.434270 -4.084287 -4.285842 0.0411 -0.0522 0.4309
H 5.467760 2.780443 5.028598 -0.3959 -0.0055 0.0310
C 5.199200 7.877523 0.090608 0.5061 -2.2864 -0.5389
C 5.674280 -4.934457 1.764698 1.8116 0.8547 -0.1120
H 0.728170 -6.403767 -3.808962 -0.4866 -0.5948 0.3613

51
Properties=species:S:1:pos:R:3:forces:R:3 method="wB97M-V/def2-TZVPD" orbital_gap_ha=0.3065 e_homo_ev=-6.10 charge=-1
H -5.862692 3.744715 3.890363 -0.0696 -0.0314 -0.0151
H 5.248889 1.572423 -2.711875 -0.0493 -0.0350 -0.1153
H 5.998242 2.205070 -1.262540 0.1619 0.0067 -0.1118
H -4.946459 2.311568 1.347145 0.1328 -0.0518 0.0281
H -6.318729 4.225209 2.246883 -0.0151 0.0018 0.0126
C -5.305890 2.307827 2.376603 -0.2295 0.0432 0.4224
H -4.356233 -0.343132 0.305049 0.0005 -0.0379 -0.0042
H 3.877958 -2.238452 -0.322630 0.0375 -0.0821 -0.0147
H -3.225263 -1.339724 1.240544 -0.0212 -0.0565 -0.0812
H -7.371412 1.884622 1.855893 -0.0084 0.0090 0.0124
H -1.709300 -1.300668 -2.216886 0.0261 -0.0024 0.0183
O 1.753197 -1.940398 -3.079540 0.0348 0.1769 0.0332
C -5.546769 3.736100 2.843195 0.0828 0.0727 -0.1045
H 3.775927 2.069598 -0.065908 -0.0369 -0.0981 0.0804
C 5.373816 0.161265 -1.056677 -0.0060 0.4731 -0.1057
S 5.516961 -1.106823 -2.321758 0.3856 0.1317 -0.7357
H 6.318024 0.088272 -0.521979 0.1253 -0.0900 -0.0392
P 1.644295 -2.957546 0.168802 -0.6338 -0.0078 -0.9793
O -0.990433 -0.311723 0.129246 -0.0281 0.4432 0.2542
O 1.549941 -2.201304 1.593911 0.1908 -0.2375 -0.0606
O 2.270587 -4.399772 0.453033 0.0759 0.3429 0.2538
H -2.405158 0.685892 -0.900223 0.0700 0.0466 0.0245
H 2.727300 -0.933954 -0.579797 -0.3883 0.0296 -0.1067
C -3.339980 -0.392357 0.706297 0.0440 0.1709 0.0196
C -2.461580 -1.395580 -1.434583 -0.0454 0.0618 -0.1257
H 4.587351 -0.035234 -0.334618 -0.0910 -0.3146 -0.0546
H -4.567384 1.700552 4.072617 0.0082 -0.0157 0.0448
O 0.336394 -3.075643 -0.465581 -0.2815 -0.0860 0.3735
H 3.931976 3.307597 -1.293969 0.0736 0.0603 -0.0550
O 6.415559 -0.491435 -3.273345 -0.0019 -0.0258 -0.0526
H -6.371242 0.448096 2.132872 0.0162 0.0113 -0.0294
H 1.499059 2.045653 -1.286679 0.0201 0.0884 0.1173
C -6.569861 1.466432 2.466935 0.0270 -0.1026 -0.0924
C 5.185919 1.576600 -1.627601 -0.1064 0.0609 0.5534
O 6.024790 -2.274553 -1.634498 -0.3218 -0.1864 0.3606
H 3.189452 -4.321480 0.727549 0.2225 -0.2668 -0.0441
H -3.454916 -1.374888 -1.891389 -0.0055 0.0077 0.0165
C 3.897017 2.231155 -1.135629 -0.1165 0.2725 -0.2405
S 3.011021 -2.310317 -2.494933 -0.3147 0.1568 -0.5884
H -4.628902 4.319443 2.771030 0.0037 -0.0086 -0.0322
O -4.268836 1.715536 3.157821 0.0537 0.0500 -0.1799
H -3.213712 0.407624 1.434615 0.0072 -0.0024 -0.0163
S 2.480741 1.551370 -2.050768 -0.0580 -0.2881 -0.0247
H -6.917198 1.413406 3.502931 -0.0236 0.0708 0.0020
H 2.317702 -1.637955 1.711074 0.1004 0.2524 0.2434
C -2.304738 -0.283747 -0.406503 -0.0430 -0.5036 -0.0084
O 3.383618 -3.694837 -2.592080 0.3111 -0.1551 0.0966
N 4.107423 -1.273777 -3.040782 0.0536 -0.2451 0.8816
H -2.311446 -2.369317 -0.963560 -0.0033 0.0095 0.0208
C 2.885317 -2.002829 -0.721498 0.4753 0.0256 0.3915
H -0.860343 -1.168580 0.553425 0.1582 -0.1451 -0.2434

13
Properties=species:S:1:pos:R:3:forces:R:3 method="wB97M-V/def2-TZVPD" orbital_gap_ha=0.3719 e_homo_ev=-9.03
O 0.951070 -0.714803 -0.216455 -0.5228 -0.4274 1.0822
H 2.864143 -0.463755 -0.410915 -0.2180 -0.0632 0.1467
H -1.273505 -1.748075 0.908301 -0.0466 -0.1288 0.0555
O -0.251923 0.927592 1.093389 -0.1225 0.6893 -0.7047
H 0.491107 1.834777 -0.736798 -0.0115 -0.2014 -0.0287
C -0.390462 1.313582 -0.389487 -0.1672 0.0682 1.3284
C -1.394110 -1.045679 0.088059 0.4115 0.1620 0.2056
H -1.354734 1.698266 -0.700019 -0.0438 0.0443 0.3555
H -2.348890 -0.538170 0.189004 -0.0345 0.0610 0.0194
N 2.107334 0.112360 -0.054662 -0.3059 0.5671 -0.0492
H -1.362249 -1.584184 -0.855235 0.0016 -0.0383 -0.0285
C -0.272889 -0.040799 0.135475 1.0085 -0.4757 -2.2092
H 2.235108 0.248890 0.949342 0.0510 -0.2571 -0.1729